Record 1
ORCA calculation (the ωB97M-V functional and the def2-TZVPD basis) on a molecular structure, C24H71CdO12S11 in a non-equilibrium geometry.

Output
* multiplicity: 1
* net charge: +1
* orbital gap: 0.274 hartree
* highest occupied orbital energy: -9.96 eV

Atoms and positions in Å:
Cd (-2.1665, 1.9578, -1.1362)
C (0.9102, -0.5591, 0.7501)
C (0.7241, 0.1611, -0.5710)
O (-0.3526, 0.9228, -0.6487)
H (0.9951, 0.0815, 1.6333)
H (1.8160, -1.1863, 0.7144)
H (0.0862, -1.2732, 0.8819)
H (0.6529, -0.7151, -1.2889)
H (1.6931, 0.6127, -0.8964)
C (0.1546, 2.3275, 6.0418)
S (0.1488, 0.6403, 5.4538)
O (-0.7728, -0.0427, 6.4110)
C (-0.9087, 0.8996, 4.0319)
H (-0.8099, 2.8134, 5.9383)
H (0.8893, 2.9233, 5.4756)
H (0.5239, 2.2948, 7.0618)
H (-1.1355, -0.0520, 3.5508)
H (-0.4160, 1.5401, 3.2960)
H (-1.8608, 1.2870, 4.3915)
C (2.9784, 2.0684, 2.4400)
S (4.0730, 2.2156, 1.0397)
O (4.1378, 3.6615, 0.6970)
C (5.6342, 1.7635, 1.7709)
H (3.4334, 2.4014, 3.3731)
H (2.6584, 1.0200, 2.5004)
H (2.0374, 2.6003, 2.2768)
H (6.3781, 2.0201, 1.0301)
H (5.6276, 0.6948, 1.9514)
H (5.7528, 2.3558, 2.6772)
C (-4.4226, 3.3702, 2.6003)
S (-2.7396, 3.1037, 2.1125)
O (-2.8060, 2.1740, 0.9374)
C (-2.5347, 4.7264, 1.4478)
H (-4.4489, 4.2101, 3.2885)
H (-4.8026, 2.4838, 3.1097)
H (-5.0314, 3.5185, 1.7097)
H (-1.5020, 4.9603, 1.2167)
H (-2.8752, 5.4813, 2.1652)
H (-3.1604, 4.8319, 0.5604)
C (2.3622, -5.6237, 0.8287)
S (2.4573, -4.1397, -0.1374)
O (3.4625, -4.2185, -1.2141)
C (0.8834, -4.2737, -0.9257)
H (3.2322, -5.6151, 1.4985)
H (2.3936, -6.5551, 0.2653)
H (1.5173, -5.5888, 1.5209)
H (0.0671, -4.0799, -0.2307)
H (0.7405, -5.2638, -1.3510)
H (0.8127, -3.5583, -1.7309)
C (4.2754, -0.6686, -1.3353)
S (5.9720, -1.1692, -0.9984)
O (6.7197, 0.0243, -0.5560)
C (5.6745, -2.1906, 0.4444)
H (3.7735, -1.5397, -1.7649)
H (4.3317, 0.1368, -2.0592)
H (3.8019, -0.3811, -0.4018)
H (6.6364, -2.1990, 0.9478)
H (5.2644, -3.1825, 0.2720)
H (4.9090, -1.7137, 1.0762)
C (-3.0497, -3.8766, -3.9949)
S (-2.6716, -4.1374, -2.2590)
O (-1.5684, -5.1286, -2.2244)
C (-1.9127, -2.5412, -1.9914)
H (-2.3315, -3.2157, -4.4797)
H (-4.0747, -3.4999, -4.0628)
H (-2.9787, -4.8426, -4.4875)
H (-0.9550, -2.4364, -2.4964)
H (-1.7227, -2.3801, -0.9261)
H (-2.5971, -1.7629, -2.3235)
C (-0.3407, -3.2309, 3.6619)
S (-1.3385, -2.8654, 5.1121)
O (-2.1085, -4.0966, 5.3902)
C (0.0342, -2.8424, 6.2555)
H (-0.9832, -3.4300, 2.8161)
H (0.3358, -4.0626, 3.8788)
H (0.3315, -2.3765, 3.5097)
H (0.8703, -2.2436, 5.9130)
H (0.3437, -3.8894, 6.3819)
H (-0.3172, -2.5327, 7.2327)
C (-2.7761, 2.7713, -5.3515)
S (-2.2086, 1.2389, -4.6661)
O (-1.8883, 1.5498, -3.2332)
C (-3.8017, 0.4193, -4.6896)
H (-3.0651, 2.6224, -6.3936)
H (-1.9514, 3.4873, -5.3586)
H (-3.5831, 3.2169, -4.7692)
H (-4.1687, 0.4448, -5.7095)
H (-4.4568, 0.9805, -4.0222)
H (-3.6547, -0.5792, -4.2935)
C (2.8110, -2.0226, -5.0638)
S (1.4716, -1.1914, -5.8842)
O (0.2162, -1.9060, -5.5661)
C (1.4846, 0.2721, -4.8855)
H (2.7222, -1.9259, -3.9863)
H (3.7485, -1.6104, -5.4286)
H (2.7422, -3.0827, -5.2899)
H (2.4821, 0.7088, -4.8667)
H (1.2195, -0.0020, -3.8560)
H (0.7330, 0.9618, -5.2468)
C (-5.6263, 0.0854, 0.2705)
S (-4.1925, -0.8423, -0.2318)
O (-3.3564, 0.1135, -1.0333)
C (-3.4400, -1.0335, 1.3710)
H (-6.1950, -0.4145, 1.0522)
H (-6.2645, 0.2898, -0.5848)
H (-5.2546, 1.0386, 0.6619)
H (-2.4071, -1.3282, 1.1696)
H (-3.9664, -1.6788, 2.0653)
H (-3.3562, -0.0415, 1.8317)
C (1.3098, 4.2514, -0.5401)
S (0.1759, 4.2553, -1.9052)
O (-1.1751, 3.8641, -1.3725)
C (0.0993, 6.0238, -2.1376)
H (2.0524, 5.0294, -0.6754)
H (1.7128, 3.2556, -0.4222)
H (0.7908, 4.4978, 0.3937)
H (-0.3793, 6.4125, -1.2278)
H (-0.5033, 6.2919, -2.9958)
H (1.0870, 6.4726, -2.1786)

Results of the Löwdin charge analysis, in e, for atoms 1 through 4: 1.3544, -0.0987, -0.5344, -0.3888

Record 2
ORCA calculation (the ωB97M-V functional and the def2-TZVPD basis) on 2 unconnected molecules or ions with the total composition CH9N3O in a non-equilibrium geometry.

Output
* multiplicity: 1
* orbital gap: 0.328 hartree
* SMILES: CNO.NN
* highest occupied orbital energy: -7.84 eV

Atoms and positions in Å:
C (-1.0212, -0.0326, 0.8493)
N (-0.9045, 1.0945, -0.2739)
O (-1.7562, 2.1900, 0.0994)
H (-0.8106, 0.5321, 1.7559)
H (-2.0482, -0.4041, 0.8414)
H (-0.4142, -0.9324, 0.8189)
H (-1.3502, 0.7314, -1.1159)
H (-1.1653, 2.8356, 0.5068)
N (1.7015, -0.3008, -0.5846)
N (1.3492, -1.7102, -0.6224)
H (1.7852, 0.0401, 0.3716)
H (1.0784, 0.2057, -1.2164)
H (1.9036, -2.1751, 0.0943)
H (1.6526, -2.0740, -1.5244)

Results of the Löwdin charge analysis, in e, for atoms 1 through 4: -0.0728, -0.1538, -0.1178, 0.0624

Record 3
ORCA calculation (the ωB97M-V functional and the def2-TZVPD basis) on C8Cl7N in the gas phase in a non-equilibrium geometry.

Output
* multiplicity: 1
* orbital gap: 0.308 hartree
* SMILES: ClC1=NC(Cl)(Cl)c2c(Cl)c(Cl)c(Cl)c(Cl)c21
* highest occupied orbital energy: -9.87 eV

Atoms and positions in Å:
Cl (-1.8314, 0.8799, 3.0413)
C (-1.4661, 0.0413, 1.5418)
N (-2.4283, -0.6185, 0.8628)
C (-1.7999, -1.2725, -0.2928)
Cl (-1.3522, -2.9552, 0.2681)
Cl (-2.7832, -1.3744, -1.8047)
C (-0.4276, -0.3888, -0.3037)
C (0.4343, -0.2419, -1.3538)
Cl (0.2325, -1.4029, -2.7121)
C (1.6365, 0.4722, -1.2959)
Cl (2.7062, 0.4566, -2.6302)
C (1.8071, 1.1260, -0.0060)
Cl (3.3951, 2.0114, 0.1265)
C (0.9230, 1.0774, 1.0607)
Cl (1.1323, 1.9205, 2.6071)
C (-0.1782, 0.2687, 0.8909)

Results of the Löwdin charge analysis, in e, for atoms 1 through 4: 0.6868, -0.6203, 0.0082, -1.0791

no.,LUMO level (eV)
1,-2.49
2,1.08
3,-1.50